This record from OMol25 describes 2 unconnected molecules or ions with the total composition CFN2O in a non-equilibrium geometry. The level of theory is ωB97M-V/def2-TZVPD.

Element x y z (Å)
C: 0.5946 -0.6283 -0.1417
N: 0.7050 -1.7336 -0.5018
N: 0.3186 0.5890 0.0378
O: 0.5681 1.5042 0.8587
F: -2.9402 0.6918 -0.2137

Forces on the atoms, in the same order (eV/Å):
0.54 -2.81 0.37
0.22 0.11 0.06
-1.00 5.67 0.99
-0.14 -2.91 -1.47
0.37 -0.06 0.05

As for the charge: -1. The value obtained for the HOMO energy (alpha / beta) is -3.36 / -4.20 eV. For the energy above the lowest of the compared OMol25 structures with the same formula, charge and spin, the calculation gives 38.7 kcal per mole. Its orbital gap (alpha / beta) is 4.596 / 5.875 eV.


This record from OMol25 describes 4 unconnected molecules or ions with the total composition C2H13NO3 in a non-equilibrium geometry. The level of theory is ωB97M-V/def2-TZVPD.

Element x y z (Å)
C: -0.2673 2.5767 -1.5992
N: 0.4461 1.4897 -2.2653
C: -0.4781 0.4556 -2.8563
H: 0.4280 3.0523 -0.9031
H: -1.1230 2.2240 -1.0357
H: -0.5407 3.3622 -2.3058
H: 1.0596 1.7145 -3.0337
H: -1.3342 0.4283 -2.1752
H: -0.8413 0.6998 -3.8496
H: -0.0294 -0.5147 -2.7196
H: 2.5798 -1.1005 2.5481
H: 1.5385 -1.2039 1.4752
O: 1.7399 -1.5536 2.3526
H: 2.4520 -0.0312 -0.3131
H: 1.1110 0.5169 -0.8853
O: 1.5174 0.0778 -0.0930
H: -2.7409 -3.4518 3.8018
H: -2.4889 -2.0357 3.2850
O: -3.1153 -2.5588 3.8041

Forces on atoms 1 to 6 (eV/Å):
1.32 0.90 -0.61
-1.15 -2.00 -0.41
-0.14 0.98 1.81
-0.13 -0.04 0.14
-0.05 -0.19 -0.11
-0.52 0.03 0.01

As for the charge: 0. The value obtained for the HOMO energy is -9.68 eV. For the energy above the lowest of the compared OMol25 structures with the same formula, charge and spin, the calculation gives 28.4 kcal per mole. Its orbital gap is 10.378 eV. As for the SMILES: CNC.O.O.O.


This record from OMol25 describes 12 unconnected molecules or ions with the total composition C31H79NO15S8 in a non-equilibrium geometry. The level of theory is ωB97M-V/def2-TZVPD.

Element x y z (Å)
C: -3.7928 -2.9237 4.1029
S: -4.9109 -1.7769 3.2767
O: -5.7884 -1.1855 4.3309
C: -3.6722 -0.5176 2.7989
H: -3.4186 -2.5682 5.0660
H: -2.9704 -3.2085 3.4492
H: -4.4055 -3.7859 4.3739
H: -3.1213 -0.8375 1.9123
H: -3.0145 -0.2039 3.6071
H: -4.2384 0.3560 2.4673
C: 3.4492 -0.2239 2.3449
S: 5.2482 -0.2736 2.1433
O: 5.7064 1.1632 2.1114
C: 5.5159 -0.7639 3.8633
H: 3.0408 -1.2131 2.1513
H: 3.1115 0.4473 1.5514
H: 3.2056 0.3005 3.2667
H: 6.5931 -0.7057 4.0226
H: 5.1521 -1.7617 4.1070
H: 5.0444 -0.0343 4.5218
C: -2.8583 -5.0440 -0.9845
S: -3.9428 -4.4508 0.3506
O: -3.4256 -3.0781 0.7359
C: -5.4205 -4.2680 -0.6588
H: -3.0945 -6.0916 -1.1702
H: -1.8273 -4.9882 -0.6409
H: -2.9713 -4.4262 -1.8717
H: -5.6980 -5.2428 -1.0546
H: -5.2428 -3.5523 -1.4656
H: -6.2362 -3.8225 -0.0900
C: 0.3460 -2.0889 6.3898
S: 1.4635 -1.8288 4.9735
O: 1.6355 -3.2122 4.3969
C: 0.1904 -0.9931 3.9412
H: -0.4054 -2.8032 6.0405
H: -0.0828 -1.1526 6.7428
H: 0.7747 -2.6240 7.2385
H: 0.5443 -0.9851 2.9119
H: -0.0138 0.0500 4.1855
H: -0.7051 -1.5866 4.1133
C: 4.6847 -6.0630 3.1921
S: 4.3228 -4.3338 2.8081
O: 5.3038 -3.9872 1.7401
C: 2.7097 -4.6275 2.0246
H: 4.1033 -6.3517 4.0670
H: 5.7245 -6.0512 3.5195
H: 4.5803 -6.6189 2.2654
H: 1.9544 -5.0085 2.7081
H: 2.7657 -5.2461 1.1250
H: 2.3516 -3.6553 1.6781
C: -3.0842 -1.4102 -2.5971
S: -3.2443 -0.2737 -1.1561
O: -3.0992 1.1412 -1.6329
C: -5.0392 -0.4583 -0.9619
H: -2.0994 -1.3981 -3.0563
H: -3.8047 -1.0892 -3.3490
H: -3.3557 -2.3571 -2.1373
H: -5.3860 0.4987 -0.5733
H: -5.3201 -1.2609 -0.2801
H: -5.5855 -0.6103 -1.8962
C: -4.1030 6.3669 1.3175
S: -3.1764 5.6574 -0.0847
O: -1.7694 5.2994 0.3186
C: -4.1392 4.0945 -0.1006
H: -5.1567 6.4377 1.0469
H: -3.6870 7.3507 1.5225
H: -4.0656 5.7508 2.2174
H: -5.1816 4.3229 -0.3228
H: -4.1705 3.6767 0.9081
H: -3.6533 3.4286 -0.8062
C: 4.0379 1.7816 -1.1503
S: 4.0372 0.1922 -2.0525
O: 3.7214 -0.7627 -0.9355
C: 2.5191 0.5134 -3.0041
H: 4.6912 1.6931 -0.2737
H: 3.0797 1.9501 -0.6442
H: 4.3576 2.7074 -1.6306
H: 1.6369 0.4962 -2.3638
H: 2.3880 -0.2502 -3.7698
H: 2.6050 1.4909 -3.4784
C: 5.2388 4.0865 1.2562
O: 6.0912 4.6574 0.6053
N: 3.9120 4.3755 1.1863
C: 2.9556 3.6287 1.9972
C: 3.4168 5.5412 0.5041
H: 5.4341 3.3042 2.0041
H: 2.6277 4.2565 2.8297
H: 3.3929 2.7007 2.3491
H: 2.0828 3.4341 1.3714
H: 4.1515 5.9841 -0.1591
H: 2.5527 5.2125 -0.0892
H: 3.0264 6.2973 1.1935
O: 0.4611 1.1061 1.7577
C: -0.0412 1.2633 0.6764
O: -0.1666 0.2988 -0.2547
C: 0.5647 -0.9077 -0.0979
C: -0.3407 -2.1190 0.1097
C: -0.6663 2.5457 0.2108
H: 1.2755 -0.8364 0.7243
H: 1.1565 -1.0402 -1.0015
H: -0.8989 -2.3523 -0.8013
H: -1.1059 -1.9348 0.8621
H: 0.2260 -3.0252 0.3265
H: -0.0988 2.9454 -0.6276
H: -0.7285 3.2059 1.0694
H: -1.6947 2.3996 -0.1180
O: 0.8029 -3.3961 -4.9496
C: 1.8615 -3.4465 -4.3906
O: 2.0199 -3.9149 -3.1408
C: 0.8796 -4.3604 -2.4221
C: 0.3122 -5.6930 -2.9076
C: 3.1712 -2.9441 -4.9310
H: 0.0617 -3.6373 -2.4921
H: 1.2727 -4.4115 -1.4071
H: -0.6141 -5.8130 -2.3389
H: 0.9462 -6.5578 -2.7243
H: 0.0015 -5.6576 -3.9497
H: 3.0166 -2.6332 -5.9596
H: 3.8622 -3.7859 -4.8985
H: 3.5130 -2.1196 -4.3111
O: -3.5289 5.5883 -3.7801
C: -2.3482 5.4127 -3.9049
O: -1.6155 5.8935 -4.9167
C: -2.3299 6.5771 -5.9313
C: -1.4317 6.7784 -7.1217
C: -1.5139 4.6251 -2.9251
H: -2.8187 7.5082 -5.6343
H: -3.1907 5.9762 -6.2424
H: -0.9144 5.8332 -7.3045
H: -0.6220 7.4835 -6.9014
H: -1.8945 7.1758 -8.0205
H: -0.9177 3.8825 -3.4545
H: -2.1591 4.1147 -2.2255
H: -0.8643 5.3627 -2.4531

Forces on atoms 1 to 6 (eV/Å):
-0.09 -0.37 0.45
0.31 0.50 0.13
0.34 -0.10 -0.21
-0.37 0.22 -0.36
-0.01 0.56 -0.23
-0.11 -0.04 -0.13

As for the charge: 0. The value obtained for the HOMO energy is -8.52 eV. Its orbital gap is 8.453 eV.